C8H8OS2 | ωB97M-V/def2-TZVPD

## Properties
**SMILES**: CC1(C)Sc2ccsc2C1=O
**Energy**: -32142.686 eV
**Spin multiplicity**: 1
**Kohn-Sham gap**: 8.26 eV
**Relative energy (zero: lowest compared OMol25 entry of this formula, charge and spin)**: 65.8 kJ/mol

```
19
Properties=species:S:1:pos:R:3:lowdin_charge:R:1
S -0.36 -1.26 -0.80 1.02
S -2.05 1.95 1.34 1.04
O 1.38 1.62 1.28 0.06
C 1.12 -0.40 -0.17 -0.69
C -1.48 -0.11 -0.10 -0.54
C 1.82 -0.07 -1.49 -0.12
C -2.90 0.03 -0.09 -0.20
C 0.55 0.93 0.66 -0.33
C 1.97 -1.23 0.74 -0.09
C -0.89 0.98 0.47 -0.49
C -3.37 1.02 0.66 -0.39
H -3.64 -0.61 -0.65 0.13
H 2.75 0.36 -1.20 0.07
H 1.27 -1.53 1.54 0.09
H 2.82 -0.76 1.18 0.08
H 2.02 -0.86 -2.25 0.09
H 2.29 -2.12 0.18 0.09
H 1.08 0.53 -2.00 0.07
H -4.39 1.54 0.70 0.11
```

=====

C5H11N | ωB97M-V/def2-TZVPD

## Properties
**SMILES**: CCN1C[C@H]1C
**Energy**: -6852.332 eV
**Spin multiplicity**: 1
**Kohn-Sham gap**: 10.28 eV
**Relative energy (zero: lowest compared OMol25 entry of this formula, charge and spin)**: 115.5 kJ/mol

```
17
Properties=species:S:1:pos:R:3:lowdin_charge:R:1
N 0.31 0.22 -0.32 -0.10
C -1.06 0.57 -0.02 -0.35
C -0.10 1.60 -0.46 -0.12
C 1.80 -1.52 0.52 -0.10
C -2.15 0.00 -0.90 -0.06
C 1.19 -0.15 0.78 -0.27
H 2.48 -1.47 -0.33 0.07
H 2.34 -1.90 1.39 0.07
H -3.02 0.66 -0.92 0.07
H -1.77 -0.12 -1.92 0.08
H 1.00 -2.23 0.27 0.07
H 1.99 0.59 0.88 0.11
H 0.25 2.32 0.29 0.11
H 0.63 -0.15 1.73 0.11
H -2.47 -0.99 -0.54 0.07
H -1.32 0.61 1.05 0.13
H -0.12 1.97 -1.48 0.10
```

=====

C4H11NO2 | ωB97M-V/def2-TZVPD

## Properties
**Energy**: -9885.286 eV
**Spin multiplicity**: 3
**Total charge**: +2
**Kohn-Sham gap (spin up / spin down)**: 6.28 / 5.06 eV
**Relative energy (zero: lowest compared OMol25 entry of this formula, charge and spin)**: 47.4 kJ/mol

```
18
Properties=species:S:1:pos:R:3:lowdin_charge:R:1
O -0.25 -0.33 -3.74 0.27
O -1.77 1.93 -1.86 0.19
N 1.33 -0.40 1.84 0.27
C -0.46 -0.67 -2.69 -0.20
C -0.71 -0.85 -1.33 -0.11
C 0.15 -0.39 0.83 -0.13
C 0.62 -0.73 -0.55 -0.13
H -1.29 0.21 -1.22 0.21
H 1.72 -1.23 1.66 0.11
H -1.63 2.57 -2.58 0.15
H 1.34 -1.66 -0.70 0.22
H -0.62 -1.05 1.22 0.15
H 0.91 -0.46 2.72 0.15
H -2.63 2.18 -1.48 0.14
H -1.34 -1.76 -1.08 0.18
H -0.24 0.62 0.77 0.14
H 1.84 0.53 1.71 0.23
H 1.35 0.05 -0.90 0.16
```

=====

C4H9N | ωB97M-V/def2-TZVPD

## Properties
**Energy**: -5778.668 eV
**Spin multiplicity**: 1
**Kohn-Sham gap**: 7.46 eV
**Relative energy (zero: lowest compared OMol25 entry of this formula, charge and spin)**: 496.4 kJ/mol

```
14
Properties=species:S:1:pos:R:3:lowdin_charge:R:1
N -0.26 -1.26 -0.88 0.08
C -0.34 -0.70 0.40 -0.48
C -0.06 0.60 -0.84 -0.15
C 0.55 -0.93 1.41 -0.05
C -0.04 1.95 -0.08 -0.09
H 0.74 0.59 -1.58 0.10
H 0.86 2.55 -0.29 0.07
H 0.16 1.68 0.96 0.06
H 1.54 -1.35 1.27 0.04
H 0.22 -1.08 2.42 0.03
H -1.39 -0.54 0.72 0.14
H -0.94 2.53 -0.24 0.07
H 0.70 -1.60 -0.99 0.08
H -1.04 0.56 -1.32 0.09
```

=====

C7H8FN2O2 | ωB97M-V/def2-TZVPD

## Properties
**SMILES**: CC(=C/C=C\C(=O)[O-])/N=C(/N)F
**Energy**: -17180.128 eV
**Spin multiplicity**: 1
**Total charge**: -1
**Kohn-Sham gap**: 7.96 eV
**Relative energy (zero: lowest compared OMol25 entry of this formula, charge and spin)**: 188.9 kJ/mol

```
20
Properties=species:S:1:pos:R:3:lowdin_charge:R:1
F -1.27 -0.95 1.44 0.06
O -3.23 0.71 1.77 -0.03
O -3.69 0.53 -0.40 0.02
N -0.68 0.83 2.60 0.09
N 0.71 0.10 0.78 0.10
C -1.74 1.53 0.04 -0.06
C -0.19 -0.07 -1.35 -0.04
C -3.02 0.74 0.58 -0.79
C -0.89 1.25 -0.98 -0.14
C 0.73 -0.63 -0.46 -0.37
C 1.58 -1.82 -0.59 -0.08
C -0.33 0.05 1.51 -0.53
H 0.84 -2.65 -0.47 0.08
H 2.33 -2.01 -1.44 0.09
H 2.17 -1.83 0.38 0.08
H -0.42 1.91 2.40 0.15
H -2.04 2.62 0.03 0.11
H -0.37 -0.37 -2.41 0.09
H -0.55 2.06 -1.63 0.08
H -1.79 0.70 2.53 0.09
```

=====

C22H28N2O4 | ωB97M-V/def2-TZVPD

## Properties
**SMILES**: COc1ccc(NC(C)=O)cc1CNC(=O)COc1c(C)c(C)cc(C)c1C
**Energy**: -34439.729 eV
**Spin multiplicity**: 1
**Kohn-Sham gap**: 8.59 eV
**Relative energy (zero: lowest compared OMol25 entry of this formula, charge and spin)**: 109.8 kJ/mol

```
56
Properties=species:S:1:pos:R:3:lowdin_charge:R:1
O 0.81 3.84 -0.08 -0.09
O 4.16 1.44 -0.89 0.08
O -4.61 0.23 0.48 0.06
O 3.35 -1.45 0.58 -0.06
N 2.17 0.51 -1.45 0.09
N -2.96 -0.12 -1.05 0.12
C 1.32 -0.54 1.47 -0.15
C 3.90 -0.95 -0.62 -0.09
C -0.06 -0.62 1.65 -0.22
C 0.56 4.93 0.77 -0.08
C 3.44 0.47 -0.98 -0.47
C -2.37 1.99 0.04 -0.01
C -0.80 0.87 -1.37 0.02
C 2.11 0.55 2.11 0.00
C -0.14 -2.58 0.21 -0.23
C -0.17 2.91 -0.29 -0.23
C 1.97 -3.60 -0.70 -0.03
C -0.76 -1.63 1.00 -0.02
C -0.94 -3.65 -0.45 -0.04
C -4.14 -0.41 -0.43 -0.52
C -2.06 0.91 -0.78 -0.23
C -4.81 -1.64 -1.02 0.01
C -0.77 0.35 2.53 -0.03
C 1.50 1.75 -1.79 -0.10
C 0.15 1.84 -1.14 -0.12
C -1.43 2.98 0.28 -0.01
C 1.25 -2.54 0.07 -0.17
C 1.96 -1.50 0.68 -0.21
H 1.48 5.51 0.78 0.10
H 1.86 -3.46 -1.78 0.09
H 3.03 -3.60 -0.45 0.08
H 3.18 0.40 1.96 0.09
H -2.64 -0.78 -1.75 0.14
H -1.85 0.24 2.44 0.08
H 0.32 4.60 1.78 0.10
H -5.05 -1.47 -2.06 0.09
H 3.67 -1.61 -1.47 0.12
H -0.49 0.18 3.57 0.09
H -4.16 -2.51 -0.94 0.07
H -0.26 5.55 0.38 0.10
H -5.73 -1.84 -0.47 0.09
H -1.71 3.80 0.93 0.11
H 4.98 -0.93 -0.45 0.14
H 1.84 1.52 1.69 0.09
H -0.50 1.37 2.28 0.07
H -2.01 -3.49 -0.28 0.06
H -0.56 0.05 -2.03 0.13
H 1.60 -0.32 -1.41 0.12
H 1.92 0.59 3.18 0.09
H -0.68 -4.63 -0.06 0.08
H -1.84 -1.68 1.14 0.11
H -0.76 -3.67 -1.53 0.08
H 2.14 2.57 -1.46 0.12
H 1.57 -4.58 -0.45 0.08
H -3.34 2.05 0.51 0.11
H 1.38 1.81 -2.88 0.14
```

=====

Number 1: largest force on an atom 3.59 eV/Å. Number 2: largest force on an atom 0.25 eV/Å. Number 3: largest force on an atom 7.25 eV/Å. Number 4: largest force on an atom 4.39 eV/Å. Number 5: largest force on an atom 4.77 eV/Å. Number 6: largest force on an atom 0.57 eV/Å.